# 1
DFT (the ωB97M-V functional and the def2-TZVPD basis) results for C44H39NP3Tl as an isolated structure.

Geometry as XYZ:
```
88
Properties=species:S:1:pos:R:3:forces:R:3:lowdin_charge:R:1
Tl -1.498675 1.389986 1.991618 -0.006 -0.023 -0.001 0.4712
C -3.347357 0.568278 -1.683262 0.018 0.067 0.015 -0.3843
C -2.559696 1.887889 -1.707762 -0.035 -0.031 0.012 -0.4237
P -0.763455 1.700455 -1.338747 0.019 0.002 -0.040 0.9870
C -0.209819 3.445587 -1.351670 0.000 0.002 0.041 -0.3665
C -0.443660 4.298717 -2.430295 -0.001 0.006 -0.010 -0.0855
C -0.009145 5.612749 -2.394729 0.000 -0.007 -0.005 -0.0817
C 0.673576 6.088715 -1.280604 0.001 0.001 0.008 -0.0834
C 0.923280 5.246213 -0.209921 -0.014 -0.003 -0.001 -0.0756
C 0.483996 3.928040 -0.245478 -0.014 -0.004 -0.026 -0.1047
C -0.053452 1.130586 -2.927267 -0.002 -0.014 0.018 -0.3645
C 1.332186 0.966876 -2.971610 -0.003 0.018 -0.013 -0.1125
C 1.957326 0.520217 -4.123724 0.003 0.016 -0.008 -0.0861
C 1.203761 0.211650 -5.249615 0.008 -0.002 0.009 -0.0869
C -0.173405 0.365049 -5.216023 -0.012 0.001 0.002 -0.0816
C -0.797644 0.826524 -4.063306 0.004 0.004 -0.022 -0.1042
P -2.986974 -0.459705 -0.181204 -0.016 -0.034 0.003 0.9570
C -4.594043 -1.328174 -0.011269 0.030 -0.046 -0.044 -0.3674
C -5.545974 -0.763266 0.834487 -0.009 0.014 0.008 -0.1069
C -6.797481 -1.345088 0.982067 0.011 0.022 0.002 -0.0880
C -7.104871 -2.508032 0.292314 -0.001 -0.021 -0.018 -0.0918
C -6.158739 -3.086184 -0.543755 -0.020 0.004 0.014 -0.0820
C -4.910823 -2.500675 -0.695472 0.017 0.014 0.028 -0.0766
C -1.907039 -1.819958 -0.742684 -0.030 0.012 0.004 -0.3937
C -1.595830 -2.123407 -2.065453 0.003 0.000 -0.018 -0.0988
C -0.840926 -3.248570 -2.371357 0.001 -0.009 0.015 -0.0903
C -0.394779 -4.084128 -1.358168 -0.010 0.001 -0.010 -0.0923
C -0.680352 -3.776627 -0.035345 0.008 0.008 0.021 -0.0733
C -1.419360 -2.645408 0.272684 0.038 0.019 0.005 -0.1140
H -3.205793 -0.008037 -2.598679 -0.006 -0.002 0.023 0.0548
H -4.414518 0.792926 -1.628622 0.000 0.003 -0.006 0.0837
H -2.922856 2.529989 -0.899630 0.001 0.003 -0.003 0.0686
H -2.734940 2.429720 -2.640702 0.023 0.008 -0.007 0.0750
H -0.956964 3.928852 -3.310941 0.000 -0.008 0.002 0.1039
H -0.196924 6.266980 -3.236593 0.002 0.000 -0.001 0.1024
H 1.014416 7.115920 -1.254021 0.000 0.001 0.000 0.1021
H 1.462812 5.605826 0.656590 -0.005 0.009 -0.006 0.0964
H 0.693770 3.270119 0.591793 0.000 0.001 -0.022 0.0564
H 1.925530 1.193481 -2.091378 0.000 -0.002 -0.001 0.1028
H 3.033766 0.404242 -4.140976 -0.001 -0.003 0.002 0.1069
H 1.689715 -0.144888 -6.148574 0.000 -0.001 -0.001 0.1013
H -0.767561 0.130888 -6.090428 0.001 0.000 -0.002 0.1030
H -1.873345 0.950500 -4.063474 0.010 0.008 -0.008 0.0888
H -5.300215 0.136264 1.388626 -0.004 0.002 0.005 0.0976
H -7.526667 -0.896062 1.644215 0.000 0.000 -0.001 0.1019
H -8.076821 -2.969211 0.411894 0.000 0.001 0.000 0.1008
H -6.393006 -3.998874 -1.076896 0.002 0.000 -0.002 0.1025
H -4.172923 -2.964539 -1.338463 -0.007 -0.002 -0.009 0.1012
H -1.936108 -1.494653 -2.877688 -0.005 -0.005 0.012 0.0809
H -0.604978 -3.468913 -3.405168 0.003 -0.005 -0.004 0.1042
H 0.193527 -4.961257 -1.596430 0.004 0.002 -0.003 0.1045
H -0.304408 -4.404795 0.762490 -0.003 0.001 -0.003 0.1087
H -1.590194 -2.373189 1.307563 -0.002 -0.006 -0.002 0.0845
N -0.218661 -0.361219 2.312209 -0.011 -0.010 0.002 -0.4507
P 1.318715 -0.425835 2.325996 0.014 0.014 0.005 0.6633
C 2.205648 1.174540 2.131416 -0.032 0.002 0.005 -0.2952
C 1.829551 2.208079 2.992655 0.009 -0.010 0.010 -0.1294
C 2.399188 3.466649 2.885274 0.029 -0.001 0.002 -0.0873
C 3.358334 3.711552 1.909007 0.010 -0.006 0.026 -0.1048
C 3.741860 2.694145 1.049842 -0.003 0.006 0.001 -0.0788
C 3.171735 1.430491 1.162647 -0.011 0.013 -0.002 -0.0759
C 2.090125 -1.455053 1.028548 -0.026 0.007 -0.008 -0.2804
C 3.072062 -2.409781 1.270562 0.028 -0.010 -0.005 -0.0700
C 3.616320 -3.139615 0.219456 0.005 0.000 0.007 -0.0810
C 3.189048 -2.912710 -1.079632 -0.016 0.000 0.000 -0.0839
C 2.200548 -1.967958 -1.328678 0.007 -0.009 -0.008 -0.0871
C 1.648144 -1.252196 -0.279515 -0.001 -0.008 0.016 -0.1064
C 2.030876 -1.072194 3.877746 -0.004 -0.014 0.001 -0.2957
C 1.192663 -1.815569 4.702212 -0.005 0.021 0.000 -0.0808
C 1.672496 -2.349182 5.890206 0.013 0.004 0.007 -0.0836
C 2.992467 -2.136896 6.263004 -0.010 -0.011 0.000 -0.0921
C 3.832562 -1.388286 5.448961 0.009 0.007 -0.007 -0.0856
C 3.352857 -0.857599 4.260318 -0.012 0.003 0.013 -0.0951
H 1.085994 2.015067 3.759064 0.005 0.002 0.004 0.0921
H 2.099631 4.255515 3.563845 -0.001 0.001 0.004 0.1074
H 3.806902 4.693397 1.822292 -0.001 -0.003 -0.004 0.1036
H 4.487937 2.880850 0.287599 -0.001 0.002 -0.002 0.1047
H 3.485147 0.641888 0.490429 -0.003 -0.017 -0.012 0.1005
H 3.417854 -2.589806 2.280733 -0.009 -0.011 -0.021 0.0957
H 4.377917 -3.883122 0.419043 -0.001 -0.001 0.002 0.1006
H 3.616881 -3.478841 -1.897936 0.000 0.000 -0.002 0.1015
H 1.845962 -1.800791 -2.337998 0.011 0.005 0.012 0.0945
H 0.852279 -0.537856 -0.462230 -0.002 -0.004 0.003 0.0651
H 0.160106 -1.948852 4.401194 0.002 -0.002 -0.007 0.0926
H 1.015101 -2.925416 6.528970 0.000 -0.001 0.000 0.1006
H 3.366499 -2.549281 7.191609 0.000 0.001 0.001 0.0996
H 4.860012 -1.214764 5.743028 0.000 0.001 0.000 0.1009
H 4.009297 -0.268948 3.629165 0.005 0.008 0.003 0.1089
```
Positions in Å, forces in eV/Å.

Values from the calculation:
net charge: 0
lowest unoccupied orbital energy: 0.46 eV
E_HOMO: -7.16 eV
calculated total energy: -2951.39665 a.u.

=====

# 2
DFT (the ωB97M-V functional and the def2-TZVPD basis) results for C44H40AlN4O4P as an isolated structure in a non-equilibrium geometry.

Geometry as XYZ:
```
94
Properties=species:S:1:pos:R:3:forces:R:3:lowdin_charge:R:1
Al -0.636907 -1.517903 0.190031 -1.104 -0.412 -0.138 0.2090
C 2.934430 -5.484189 0.982279 -0.232 -1.125 -0.183 -0.1215
C 1.760884 -4.536423 1.136480 -0.684 -0.849 0.162 -0.2100
C 1.948660 -3.484955 2.194788 0.393 1.939 0.419 -0.1343
C 3.201024 -3.246831 2.814743 -0.229 -2.497 -0.942 -0.0442
C 3.320712 -2.580389 4.000570 -0.439 1.437 -0.186 -0.0874
C 2.251380 -1.814633 4.411515 -1.450 0.031 0.480 -0.0393
C 1.001126 -1.826588 3.744103 0.567 0.341 0.234 -0.1280
C -0.172946 -0.972811 4.241936 -0.281 -0.220 0.863 -0.1798
C -1.068926 -1.513103 5.433016 0.804 0.094 -0.122 -0.0799
C 0.880817 -2.603252 2.570884 3.075 -0.520 2.119 -0.2141
N -0.262048 -2.513426 1.838795 -3.252 -1.414 -1.161 0.0485
C -1.298606 -3.297441 2.180583 1.029 1.269 -1.100 0.0303
C -2.394809 -3.265232 1.320716 -1.669 -2.154 -0.537 -0.3039
C -3.667640 -3.915435 1.356830 0.209 1.028 1.014 -0.0115
C -4.399019 -3.486759 0.226227 0.561 -0.658 1.171 -0.0590
C -3.476254 -2.730678 -0.504235 0.484 1.054 -0.446 -0.0993
N -2.273569 -2.647249 0.105632 0.291 1.071 0.467 0.0490
H 2.750260 -6.324732 0.232085 0.018 1.106 1.106 0.0994
H 3.149604 -5.895408 1.983789 0.139 -0.170 -0.549 0.0842
H 3.796930 -4.949379 0.639224 0.656 0.219 -0.201 0.0566
H 0.904062 -5.199786 1.457670 0.414 0.947 -0.528 0.1329
H 1.551767 -4.080545 0.171426 -0.411 0.057 -0.131 0.1035
H 4.086009 -3.776625 2.421472 -0.620 0.210 0.293 0.1121
H 4.241314 -2.524333 4.547122 0.404 -0.025 -0.006 0.1015
H 2.346590 -1.191616 5.295979 -0.063 -0.089 0.032 0.1102
H -0.858141 -0.818542 3.434570 -0.338 0.263 -0.628 0.0645
H 0.149602 0.019775 4.562410 0.378 -0.072 -0.140 0.1084
H -1.671593 -2.399939 5.092383 0.440 0.922 0.599 0.0692
H -1.703985 -0.674340 5.840796 0.354 -1.006 -0.753 0.0817
H -0.396688 -1.783939 6.276192 -0.489 -0.207 -0.481 0.0667
H -1.241915 -3.920096 3.063566 -0.054 0.024 0.144 0.1533
H -4.002451 -4.429025 2.265458 -0.120 0.010 -0.678 0.1087
H -5.467294 -3.689272 0.072411 0.810 0.183 -0.298 0.1021
H -3.618950 -2.099419 -1.382559 -0.115 -0.588 0.038 0.1249
O -2.949535 -0.015309 1.799179 0.568 -0.457 -0.156 0.0660
C -2.109988 0.616336 1.180987 -1.814 2.098 1.032 -0.6463
O -1.146794 0.185369 0.473209 1.642 -1.469 -0.643 0.0283
C -2.213141 2.159367 1.167149 -0.355 -0.074 0.850 -0.2544
P -2.457668 2.879841 -0.488045 1.465 0.589 -1.266 1.0445
C -2.322446 4.631554 -0.018922 -0.968 0.532 -0.180 -0.4031
C -1.134706 5.327575 -0.239394 1.100 -2.245 -0.546 -0.1312
C -0.947409 6.595907 0.232128 -0.623 1.579 -0.628 -0.0997
C -2.048891 7.300153 0.753729 -0.019 -1.861 0.582 -0.0740
C -3.267929 6.621123 0.950819 0.795 -0.052 -0.698 -0.0780
C -3.433523 5.300572 0.521170 0.304 -0.161 0.337 -0.0797
C -4.181611 2.764356 -0.998741 -0.712 -0.614 0.292 -0.4111
C -4.587303 3.258836 -2.251764 0.339 0.285 0.005 -0.1020
C -5.828660 2.901543 -2.764374 -0.300 -0.167 -0.079 -0.0894
C -6.620556 2.007884 -2.043176 -0.259 -0.169 0.359 -0.1046
C -6.213114 1.482015 -0.822482 -0.564 -0.709 -0.213 -0.0883
C -5.023743 1.909643 -0.271238 0.773 0.151 -0.124 -0.0916
H -1.320029 2.666161 1.592474 -0.193 -0.536 -0.556 0.1075
H -3.018478 2.467733 1.830208 -0.198 -0.146 0.168 0.0859
H -0.317299 4.738328 -0.774890 -0.952 1.038 0.841 0.1088
H -0.018968 7.116174 0.008900 -0.062 -0.063 0.302 0.1008
H -1.926589 8.275721 1.163776 0.042 0.671 -0.017 0.0879
H -4.067976 7.142054 1.424049 -0.562 0.288 0.192 0.0887
H -4.391968 4.740650 0.628644 0.813 0.711 0.039 0.1169
H -3.918654 3.938279 -2.811427 -0.379 -0.529 0.280 0.1130
H -6.185418 3.227845 -3.751479 0.321 0.099 0.558 0.1070
H -7.608121 1.693613 -2.355639 0.114 0.076 -0.564 0.0965
H -6.804264 0.633452 -0.411283 0.425 1.029 0.103 0.1180
H -4.649033 1.562213 0.686313 -0.327 -0.309 -0.091 0.0862
O -0.706136 -1.428789 -1.793001 0.782 0.889 -0.417 0.1005
C 0.491421 -1.024731 -1.794109 0.342 -1.288 2.224 -0.4217
N 1.305023 -0.510796 -2.689269 -1.568 1.169 -2.085 0.1963
C 2.609590 -0.280523 -2.152229 1.509 -0.395 0.304 -0.2555
C 2.428495 -0.812671 -0.661086 1.926 -0.990 -0.645 -0.3724
O 3.400151 -0.965911 0.060520 -1.591 0.544 -0.132 0.0996
N 1.146546 -1.251685 -0.551927 -1.067 0.553 -1.040 0.2050
C 3.021566 1.173265 -2.154469 -0.771 1.621 -0.189 -0.1261
C 3.681320 1.774310 -3.219110 -0.110 -0.316 -0.462 -0.0257
C 3.831068 3.168460 -3.279612 0.338 0.044 -0.634 -0.0829
C 3.260889 4.050055 -2.360958 0.430 -1.328 -0.694 -0.0590
C 2.735849 3.412500 -1.231810 -0.252 1.884 0.307 -0.0938
C 2.562032 2.072713 -1.157221 0.813 -2.019 -0.569 -0.0204
C 3.624499 -1.145134 -2.920396 2.062 -1.364 1.177 -0.1431
C 3.340525 -1.873505 -4.052437 0.159 0.541 -1.127 -0.0603
C 4.253771 -2.628308 -4.787605 0.183 -0.238 1.261 -0.0750
C 5.542959 -2.829165 -4.272523 -0.666 -0.450 -0.796 -0.0941
C 5.908174 -2.175184 -3.102940 -1.292 0.585 1.509 -0.0630
C 4.933753 -1.393514 -2.406171 0.088 0.963 -0.677 -0.0010
H 0.979181 -0.093942 -3.587128 0.337 -0.625 1.229 0.2078
H 3.984627 1.194901 -4.115031 0.136 0.264 0.898 0.1286
H 4.474504 3.504407 -4.096802 -0.625 0.332 0.025 0.1047
H 3.182220 5.109122 -2.622151 0.402 -0.285 0.719 0.1102
H 2.483306 3.981946 -0.343715 -0.387 0.203 -0.225 0.1076
H 2.122215 1.661873 -0.281561 -0.373 -0.230 0.715 0.1105
H 2.414377 -1.767870 -4.535521 -1.434 0.079 -0.292 0.0869
H 3.847687 -3.150571 -5.654995 0.521 0.121 0.121 0.1056
H 6.144859 -3.575961 -4.798466 0.304 0.549 0.346 0.1037
H 6.860389 -2.308631 -2.575420 -0.284 -0.053 -0.602 0.1054
H 5.185520 -0.841134 -1.491626 0.201 -0.549 -0.361 0.1147
```
Positions in Å, forces in eV/Å.

Values from the calculation:
net charge: 0
lowest unoccupied orbital energy (alpha / beta): -0.19 / -0.19 eV
E_HOMO (alpha / beta): -7.89 / -7.89 eV
calculated total energy: -2804.64587 a.u.

=====

For each record above, in turn, the calculated energy above the lowest of the compared OMol25 structures with the same formula, charge and spin values are 0.0 5.8 kcal per mole.